1.
DFT (ωB97M-V/def2-TZVPD) results for C4H7NO in the gas phase in a non-equilibrium geometry.

Values from the calculation:
gap between HOMO and LUMO: 9.63 eV
SMILES: C/C=N/CC=O
ΔE to the lowest compared entry with this formula, charge and spin: 70.2 kcal per mole
E_tot: -7796.60231 eV

Last column: Mulliken charge in e.
Positions of all 13 atoms, in Å:
C 1.97051 -0.21977 0.34653  -1.02
C 0.56301 0.25871 0.35953  0.27
N 0.03142 1.15912 -0.37133  -0.62
C -1.38381 0.84032 -0.36852  -0.35
C -1.43206 -0.69946 -0.35200  -0.05
O -0.43973 -1.32719 -0.66356  -0.43
H 2.04702 -1.17504 0.87797  0.27
H 2.54447 0.54104 0.86964  0.32
H 2.36581 -0.35783 -0.66438  0.28
H -0.08634 -0.19441 1.15136  0.32
H -1.99142 1.37946 0.37178  0.28
H -1.82849 1.04866 -1.35474  0.32
H -2.36038 -1.25361 -0.20229  0.40

2.
DFT (ωB97M-V/def2-TZVPD) results for a gas-phase ion, C6H10NO2 (charge +1) in a non-equilibrium geometry.

Values from the calculation:
gap between HOMO and LUMO: 11.33 eV
SMILES: CC(=O)[N@+]1(C)CCC1=O
ΔE to the lowest compared entry with this formula, charge and spin: 18.0 kcal per mole
E_tot: -11960.36429 eV
total charge: +1

Last column: Mulliken charge in e.
Positions of all 19 atoms, in Å:
C -2.03582 -0.87409 -0.36156  -1.41
C -1.12966 0.25468 -0.52728  0.82
O -1.20018 1.20726 -1.22791  -0.42
N 0.13718 0.09676 0.30821  0.14
C -0.01190 -0.57044 1.61131  -0.72
C 0.98766 1.34740 0.21074  -0.48
C 1.68554 0.82916 -1.08342  -0.31
C 1.20924 -0.51785 -0.68292  0.28
O 1.39568 -1.65921 -0.84623  -0.39
H -2.82226 -0.89675 -1.00735  0.39
H -1.60325 -1.82118 -0.52372  0.41
H -2.44753 -0.77283 0.67119  0.37
H -0.96785 -0.07950 1.88309  0.37
H -0.35613 -1.65091 1.38981  0.31
H 0.86571 -0.32439 2.10391  0.35
H 1.72321 1.25225 1.00725  0.34
H 0.39912 2.34426 0.24915  0.32
H 2.79276 0.88191 -1.00761  0.37
H 1.37847 0.95346 -2.16666  0.26

3.
DFT (ωB97M-V/def2-TZVPD) results for C4H9NO in the gas phase.

Values from the calculation:
gap between HOMO and LUMO: 8.74 eV
SMILES: CC/C=C(/N)O
ΔE to the lowest compared entry with this formula, charge and spin: 27.0 kcal per mole
E_tot: -7831.14747 eV

Last column: Mulliken charge in e.
Positions of all 15 atoms, in Å:
C 2.19539 -0.00036 -0.20022  -0.95
C 0.82996 0.12588 -0.88105  -0.63
C -0.31724 -0.53936 -0.17264  -0.45
C -1.35240 0.10731 0.38627  0.66
N -2.58544 -0.44784 0.66974  -0.52
O -1.37355 1.43984 0.68395  -0.53
H 2.98463 0.42710 -0.82843  0.32
H 2.44731 -1.05104 -0.01274  0.29
H 2.20834 0.52155 0.76304  0.26
H 0.58361 1.18484 -1.04283  0.30
H 0.90862 -0.30624 -1.88872  0.28
H -0.39391 -1.61994 -0.24454  0.19
H -3.01223 -0.13289 1.52848  0.23
H -2.66690 -1.43640 0.48613  0.21
H -0.45619 1.72755 0.75358  0.33

4.
DFT (ωB97M-V/def2-TZVPD) results for a molecular structure, C30H83N13O12 in a non-equilibrium geometry.

Values from the calculation:
gap between HOMO and LUMO: 8.57 eV
E_tot: -76384.48260 eV

Last column: Mulliken charge in e.
Positions of all 138 atoms, in Å:
C 0.84272 0.59081 0.02940  0.24
O 2.00519 1.01268 0.18307  -0.57
N 0.02456 1.10460 -0.90804  -0.12
N 0.36155 -0.50806 0.68512  -0.05
H -0.91850 0.73985 -0.89727  -0.10
H 0.25737 1.89060 -1.47976  0.09
H -0.63468 -0.66857 0.72069  0.53
H 0.93263 -0.96958 1.36499  -0.18
C 1.22738 4.49026 -2.15802  0.67
O 0.70997 4.70925 -1.04443  -0.82
N 0.58968 4.81968 -3.30815  -0.43
N 2.37963 3.77366 -2.28831  -0.36
H 1.08442 4.71405 -4.17165  0.16
H -0.31094 5.24827 -3.19386  0.25
H 2.84969 3.46864 -1.44438  0.63
H 2.63480 3.55683 -3.23026  0.16
C -2.37954 3.22259 0.69076  0.56
O -3.11821 3.23555 1.69477  -0.71
N -1.04400 3.37926 0.75468  -0.10
N -2.89448 3.10570 -0.56685  -0.11
H -0.55517 3.63175 1.59286  0.24
H -0.58668 3.76326 -0.06819  0.07
H -3.82118 2.76482 -0.73487  -0.01
H -2.33354 3.27586 -1.38096  0.11
C -0.81402 -0.72583 5.00082  0.30
O -1.81918 -0.81659 5.71282  -0.72
N -0.88814 -0.71609 3.64270  -0.16
N 0.43347 -0.62754 5.52603  -0.30
H -1.79486 -0.91312 3.25557  -0.61
H -0.07648 -0.51592 3.03120  0.99
H 0.61163 -0.71424 6.50780  0.19
H 1.24376 -0.51587 4.96121  0.14
C 7.55315 4.27891 2.50528  0.09
O 6.81589 5.14820 1.69634  -0.39
C 6.26270 4.54020 0.53124  -0.45
C 5.08548 3.62007 0.84289  0.00
N 4.42029 2.94674 -0.28307  -0.39
C 5.24383 1.91189 -0.92312  -0.97
C 5.22746 0.52460 -0.23581  1.38
O 5.44069 -0.42894 -1.25800  -0.51
C 6.31014 -1.48448 -0.90762  -0.69
H 7.11644 3.30101 2.71872  -0.44
H 7.71660 4.67971 3.50678  0.33
H 8.55078 4.03995 2.11227  0.29
H 7.04944 3.98700 0.00421  0.34
H 6.03804 5.36908 -0.14127  0.31
H 4.28338 4.12127 1.38615  0.47
H 5.54502 2.87746 1.50997  -0.41
H 3.61709 2.45563 0.10791  0.35
H 6.28705 2.22463 -0.95315  0.17
H 4.83995 1.81540 -1.93178  0.36
H 4.32536 0.34858 0.35911  -0.20
H 6.03754 0.47784 0.50383  0.34
H 6.20663 -1.79199 0.13819  0.25
H 7.35161 -1.21650 -1.10959  0.30
H 5.98706 -2.34992 -1.48948  0.29
C 2.56561 -9.07422 -1.36550  -0.72
O 1.85720 -7.99777 -1.92483  -0.33
C 0.69912 -7.57332 -1.25441  -0.40
C 0.22699 -6.26357 -1.84744  -0.86
N 1.14020 -5.12834 -1.67625  -0.25
C 1.67459 -4.92805 -0.34947  -0.72
C 2.34715 -3.55476 -0.22752  -0.03
O 3.00967 -3.42258 1.00990  -0.34
C 2.19526 -3.23931 2.14615  -0.37
H 1.94259 -9.97140 -1.38767  0.29
H 2.93645 -8.75910 -0.38152  0.31
H 3.47879 -9.25826 -1.93170  0.25
H 0.99381 -7.47593 -0.20196  0.32
H -0.14608 -8.27341 -1.26930  0.42
H -0.73390 -5.89749 -1.48125  0.31
H 0.14934 -6.34953 -2.93394  0.44
H 1.88155 -5.11267 -2.36120  0.31
H 2.24793 -5.76769 0.06016  0.22
H 0.89368 -4.81791 0.41560  0.35
H 1.57951 -2.78880 -0.37834  0.04
H 3.06141 -3.39072 -1.03807  0.33
H 1.21608 -3.71585 2.07772  0.51
H 1.96933 -2.20365 2.42665  -0.12
H 2.68542 -3.59317 3.05185  0.32
C -9.77465 3.89271 -6.22364  -0.75
O -8.98623 3.12071 -5.36573  -0.28
C -9.66206 1.96477 -4.81689  -0.52
C -8.67467 0.96257 -4.25431  -0.65
N -7.75377 1.62935 -3.31181  -0.34
C -6.88401 0.71112 -2.61020  -0.50
C -5.90416 1.60168 -1.79878  -0.18
O -4.80438 2.06114 -2.56941  -0.40
C -3.99439 1.10867 -3.26584  -0.77
H -9.10565 4.68665 -6.55487  0.24
H -10.60775 4.46013 -5.78189  0.30
H -10.24838 3.32394 -7.02995  0.29
H -10.19140 1.57048 -5.68780  0.43
H -10.35595 2.34357 -4.06599  0.31
H -7.99376 0.61354 -5.03965  0.34
H -9.21399 0.21655 -3.67496  0.28
H -7.33457 2.43475 -3.75059  0.30
H -6.22453 0.25833 -3.36649  0.32
H -7.35145 -0.06453 -2.00941  0.33
H -5.55609 1.01707 -0.93534  -0.06
H -6.40027 2.50994 -1.46602  0.47
H -4.30920 1.01589 -4.30259  0.32
H -4.12681 0.14019 -2.77419  0.36
H -2.95129 1.38251 -3.12681  0.18
C 3.40916 -1.61892 2.48543  -1.49
C 3.08990 -0.18594 2.86517  1.05
C 3.95851 0.87520 2.15341  -0.08
O 5.31388 0.59000 2.11112  -0.03
C 6.05510 0.54807 3.30618  -0.88
N 1.70166 0.06024 2.43836  -0.34
H 2.82358 -2.34588 3.05366  -0.22
H 4.42485 -1.88054 2.79415  0.42
H 3.28323 -1.83243 1.42307  0.12
H 3.15738 -0.16097 3.95416  0.47
H 3.69527 1.89017 2.47702  0.22
H 3.58654 0.82293 1.12712  -1.62
H 6.68073 1.43287 3.40430  0.09
H 6.65929 -0.35217 3.40799  0.26
H 5.36603 0.55013 4.15828  0.34
H 1.53180 -0.11030 1.44594  -0.06
H 1.42691 1.04402 2.45989  0.18
C -2.90041 -2.41690 1.17445  -1.29
C -3.80485 -1.26612 0.69066  -0.22
C -4.70065 -0.75967 1.79757  -0.85
O -4.04622 -0.71848 3.04492  -0.27
C -4.51501 0.25198 3.97177  -0.75
N -2.76422 -0.23489 0.40213  -0.10
H -2.16215 -2.68372 0.42004  0.42
H -3.45687 -3.31930 1.44396  0.47
H -2.36665 -2.11174 2.07574  0.43
H -4.42759 -1.63636 -0.12493  0.45
H -5.65154 -1.30011 1.88613  0.53
H -4.99911 0.27061 1.55274  0.44
H -5.60463 0.28596 4.05939  0.38
H -4.09451 1.19881 3.62010  0.25
H -4.11074 0.02518 4.95530  0.22
H -3.20325 0.62628 0.08757  -0.18
H -2.32816 -0.14511 1.31323  0.57

5.
DFT (ωB97M-V/def2-TZVPD) results for 6 unconnected molecules or ions with the total composition C26H29N5O9 in a non-equilibrium geometry.

Values from the calculation:
gap between HOMO and LUMO: 2.22 eV
ΔE to the lowest compared entry with this formula, charge and spin: 0.0 kcal per mole
E_tot: -53292.39991 eV

Last column: Mulliken charge in e.
Positions of all 69 atoms, in Å:
N -21.89691 23.92025 -20.73173  -0.63
H -22.79435 24.38061 -20.78433  0.40
H -21.65340 23.31475 -21.50256  0.40
H -21.92947 23.25118 -19.97583  0.40
H -21.15692 24.57616 -20.52606  0.38
C -28.15247 28.89220 -19.09427  -0.88
C -27.99288 28.24278 -20.44204  -0.30
O -26.86551 27.44422 -20.56647  -0.90
H -28.52819 28.12463 -18.41768  0.24
H -28.91012 29.67134 -19.17797  0.29
H -27.38184 29.56984 -18.72681  0.28
H -27.96718 29.03978 -21.18516  0.17
H -28.88548 27.65537 -20.65724  0.16
C -15.07693 18.63058 -11.96053  -0.39
C -15.09035 19.80041 -12.68486  -0.44
C -15.95773 19.93514 -13.76717  -0.29
C -16.83135 18.93923 -14.09252  0.24
C -16.81141 17.73809 -13.36788  -0.43
C -15.89586 17.62331 -12.29672  -0.33
N -17.67403 19.10317 -15.30049  0.89
O -18.13181 18.10169 -15.83099  -0.56
O -17.95807 20.21729 -15.69576  -0.56
H -14.38380 18.47053 -11.14790  0.36
H -14.40184 20.59512 -12.43833  0.36
H -15.83896 20.86357 -14.30597  0.37
H -17.43643 16.88006 -13.56672  0.41
H -15.74911 16.72523 -11.71506  0.35
C -9.80066 26.72004 -23.67435  -0.66
C -10.26452 26.29680 -24.91778  -0.22
C -11.57786 26.00317 -25.13463  -0.49
C -12.54584 26.06915 -24.09146  0.41
C -12.13439 26.48102 -22.84523  -0.52
C -10.77657 26.79019 -22.68745  -0.18
N -13.95783 25.71380 -24.33541  0.90
O -14.66112 25.49187 -23.34849  -0.56
O -14.31693 25.63757 -25.49771  -0.55
H -8.77250 27.00250 -23.50258  0.41
H -9.56385 26.16941 -25.72971  0.35
H -11.90314 25.60136 -26.08286  0.39
H -12.79898 26.59098 -22.00106  0.42
H -10.37948 26.97912 -21.70103  0.31
C -30.71601 18.47445 -20.67761  -0.44
C -30.16855 17.27018 -20.91886  -0.37
C -28.81263 17.21225 -21.25966  -0.24
C -28.05238 18.37265 -21.40277  0.16
C -28.68041 19.62217 -21.25734  -0.31
C -30.00527 19.61711 -21.01282  -0.46
N -26.62462 18.40347 -21.76822  0.88
O -26.11366 17.34426 -22.15809  -0.55
O -25.93018 19.44182 -21.68893  -0.58
H -31.76363 18.51737 -20.41867  0.36
H -30.61726 16.30770 -20.72216  0.36
H -28.34455 16.27639 -21.52698  0.40
H -28.03484 20.48482 -21.33136  0.47
H -30.47373 20.58529 -20.91506  0.34
C -22.25409 33.81666 -18.50809  -0.42
C -22.71935 32.58143 -18.96727  -0.41
C -21.88751 31.45623 -18.87411  -0.43
C -20.61782 31.61553 -18.22021  0.34
C -20.14618 32.86028 -17.75032  -0.49
C -20.98682 33.93298 -17.90153  -0.34
N -19.72228 30.45729 -18.07146  0.93
O -18.56440 30.64761 -17.75192  -0.58
O -20.17169 29.33577 -18.41816  -0.59
H -22.86683 34.68515 -18.69956  0.36
H -23.68052 32.54508 -19.45840  0.41
H -22.27764 30.51441 -19.23070  0.45
H -19.17052 32.89691 -17.28865  0.43
H -20.64198 34.90518 -17.58169  0.35

6.
DFT (ωB97M-V/def2-TZVPD) results for a gas-phase ion, C3H7N2O (charge +1) in a non-equilibrium geometry.

Values from the calculation:
gap between HOMO and LUMO: 11.26 eV
SMILES: [NH2+]=C1CCN1O
ΔE to the lowest compared entry with this formula, charge and spin: 74.6 kcal per mole
E_tot: -8242.90576 eV
total charge: +1

Last column: Mulliken charge in e.
Positions of all 13 atoms, in Å:
N -1.13846 -1.47553 0.73086  -0.39
C -0.58187 -0.39971 0.16528  0.39
C -0.49414 0.26084 -1.21572  -0.49
C 0.83377 0.84320 -0.67235  -0.44
N 0.42618 0.32124 0.61279  0.23
O 1.08311 0.21749 1.83519  -0.38
H -1.90585 -2.13421 0.44867  0.28
H -1.02723 -1.40775 1.71150  0.26
H -0.53367 -0.35803 -2.14620  0.33
H -1.28351 0.98974 -1.33267  0.25
H 1.67382 0.33257 -1.19969  0.26
H 1.11807 1.98561 -0.73661  0.32
H 1.82980 0.82455 1.79896  0.38

| no. | HOMO (eV) |
| --- | --- |
| 1 | -8.89 |
| 2 | -15.61 |
| 3 | -7.87 |
| 4 | -8.28 |
| 5 | -4.07 |
| 6 | -14.70 |